Record 1
Entry from OMol25: 2 unconnected molecules or ions with the total composition C5H15NO (wB97M-V/def2-TZVPD).

```
22
Properties=species:S:1:pos:R:3:nbo_charge:R:1
C 2.5440 1.1724 0.6884 -0.6429
C 1.0467 1.0294 1.1828 -0.2294
N 0.2859 0.5613 -0.0149 -0.4564
C 0.0933 1.4459 -1.1298 -0.4223
C -0.9963 -0.0617 0.3969 -0.2292
C -0.8687 -1.2491 1.3376 -0.6427
H 2.5462 0.4337 -0.0973 0.2305
H 2.8254 2.0190 0.0900 0.2027
H 3.2649 1.1917 1.4828 0.2136
H 0.4507 1.8965 1.5417 0.1791
H 0.9988 0.0642 1.7764 0.2163
H -0.6626 2.2268 -0.9224 0.1583
H -0.2686 0.9867 -2.0253 0.2006
H 1.0755 1.8075 -1.5074 0.2041
H -1.4968 -0.3101 -0.5482 0.2090
H -1.7039 0.7707 0.6428 0.1522
H -0.5515 -1.1771 2.4447 0.2072
H -0.1503 -1.8589 0.8096 0.2232
H -1.8058 -1.6923 1.5652 0.2248
O -2.1300 -2.9760 -2.1871 -0.9367
H -1.4875 -3.1595 -2.8814 0.4686
H -3.0093 -3.1214 -2.6451 0.4695
```

Values from the calculation:
Energy above the lowest of the compared OMol25 structures with the same formula, charge and spin = 54.25 kcal/mol
Strongest force on any atom = 2.50 eV/A
HOMO level = -8.025 eV
SMILES string = CCN(C)CC.O

Record 2
Entry from OMol25: 3 unconnected molecules or ions with the total composition C14H15Br2F6IN5O5S (wB97M-V/def2-TZVPD).

```
49
Properties=species:S:1:pos:R:3:nbo_charge:R:1
C 7.2980 4.6629 -1.1368 -0.6904
C 5.7008 4.6776 -1.0588 0.0232
Br 4.8394 3.2594 0.0548 0.1112
C 4.8966 5.6552 -1.7192 -0.0820
Br 5.6911 7.1176 -2.7973 0.1357
N 3.4346 5.5012 -1.5232 -0.2586
C 2.7269 6.2930 -0.5656 0.5957
N 3.1465 7.2559 0.2632 -0.7598
I 1.6808 8.1012 1.4787 0.4973
N 1.3665 5.8110 -0.6516 -0.5019
C 1.3460 4.7778 -1.6452 0.5466
N 0.0838 4.0781 -1.9194 -0.4984
C -0.1401 3.3815 -0.8253 0.2764
S -0.0953 2.2848 0.4194 0.2131
N 2.6547 4.5804 -2.1885 0.0902
O 3.0173 3.6759 -3.1073 -0.4416
H 7.7122 3.8558 -0.4542 0.2599
H 7.6738 4.4349 -2.1982 0.2649
H 7.6855 5.6756 -0.7534 0.2592
H 4.1321 7.5371 0.2732 0.4497
H 3.4552 4.1216 -3.8792 0.5062
C -3.0219 1.1788 -1.0646 -0.6321
C -2.7284 -0.0041 -1.9669 -0.0799
O -3.0749 -1.2359 -1.3182 -0.4825
C -4.3791 -1.5778 -1.3612 0.6873
O -5.2339 -0.9237 -1.8961 -0.5192
C -4.6004 -2.9259 -0.6812 0.9011
F -3.9482 -3.0223 0.4978 -0.3117
F -4.1651 -3.9491 -1.4433 -0.3061
F -5.8937 -3.1693 -0.4202 -0.2951
H -2.5238 1.0585 -0.1004 0.2056
H -2.6840 2.1090 -1.5254 0.2096
H -4.0920 1.2632 -0.8615 0.2350
H -1.6569 -0.0503 -2.1740 0.1921
H -3.2385 0.0862 -2.9293 0.2075
C -2.5001 -5.1959 1.7743 -0.6477
C -2.9302 -6.6405 1.9370 -0.0785
O -1.8746 -7.4245 2.5153 -0.4797
C -1.7537 -7.3522 3.8551 0.6873
O -2.4604 -6.6862 4.5654 -0.5315
C -0.6325 -8.2666 4.3405 0.8982
F 0.4815 -8.1589 3.5882 -0.3100
F -0.9960 -9.5642 4.3044 -0.3065
F -0.2641 -8.0061 5.6059 -0.3019
H -1.5709 -5.1343 1.2020 0.2093
H -3.2716 -4.6176 1.2613 0.2352
H -2.3081 -4.7309 2.7446 0.2187
H -3.1392 -7.0731 0.9564 0.1977
H -3.8457 -6.7249 2.5281 0.2013
```

Values from the calculation:
Charge = +1
Strongest force on any atom = 5.97 eV/A
HOMO level = -12.431 eV

Record 3
Entry from OMol25: a molecular structure, C20H42O5P4W (wB97M-V/def2-TZVPD).

```
72
Properties=species:S:1:pos:R:3:mulliken_spin:R:1
P 2.5856 -0.5956 -0.0198 0.1541
C 3.5074 -0.7559 1.5601 0.0028
H 4.5823 -0.7420 1.3328 -0.0008
H 3.2389 -1.7028 2.0367 -0.0002
H 3.2624 0.0790 2.2253 0.0006
C 3.0625 -2.1487 -0.8204 0.0077
H 2.8828 -2.0941 -1.8945 0.0007
H 2.4460 -2.9404 -0.3774 0.0035
H 4.1268 -2.3502 -0.6421 0.0085
C 3.5953 0.7091 -0.8045 0.0232
H 4.6403 0.3730 -0.8658 0.0075
H 3.5374 1.6225 -0.1994 0.0011
H 3.2156 0.9186 -1.8084 -0.0016
P -0.6954 2.4646 -0.3750 -0.0258
C -0.7973 3.5449 1.0943 0.0113
H -1.2069 4.5130 0.7716 -0.0015
H 0.1997 3.6826 1.5274 -0.0021
H -1.4613 3.1018 1.8459 -0.0003
C 0.3377 3.4842 -1.4569 0.0068
H 0.3031 3.1106 -2.4829 0.0034
H 1.3681 3.4381 -1.0781 -0.0019
H -0.0328 4.5196 -1.4298 0.0009
C -2.3792 2.6660 -1.0621 0.0056
H -2.5365 3.7300 -1.2946 0.0007
H -3.1218 2.3300 -0.3267 0.0033
H -2.4788 2.0748 -1.9792 0.0003
P -1.8245 -1.9510 0.0865 0.1984
C -2.6881 -2.3730 1.6511 -0.0056
H -3.4218 -3.1528 1.4031 -0.0020
H -3.2060 -1.4864 2.0345 0.0002
H -2.0015 -2.7520 2.4222 -0.0020
C -3.2654 -1.6839 -0.9903 0.0055
H -4.0156 -2.4677 -0.8121 0.0048
H -2.9694 -1.6995 -2.0410 0.0000
H -3.7019 -0.7024 -0.7568 0.0027
C -1.0782 -3.5253 -0.4020 0.0268
H -1.8702 -4.2862 -0.4530 0.0060
H -0.3129 -3.8101 0.3318 -0.0057
H -0.6151 -3.4173 -1.3873 -0.0057
W -0.1055 0.0504 0.1836 1.0352
C 1.1224 1.1042 1.3710 0.0723
O 1.7925 1.8681 1.9902 0.0730
C -1.7811 0.5127 1.1427 0.1320
O -2.7066 0.8765 1.8000 0.1048
C -1.3152 -0.2733 -3.1998 0.0444
C -0.6791 -1.5100 -3.0665 0.0238
C 0.7120 -1.5711 -2.9871 0.0383
C 1.4720 -0.4079 -3.1303 0.0324
C 0.8371 0.8256 -3.2662 0.0248
C -0.5584 0.8922 -3.3304 -0.0011
H -2.4024 -0.2035 -3.2098 0.0012
H -1.2512 -2.4370 -3.0751 0.0028
H 1.1950 -2.5326 -2.8215 0.0040
H 2.5595 -0.4544 -3.1862 0.0029
H 1.4406 1.7309 -3.3238 -0.0002
H -1.0648 1.8351 -3.5300 0.0007
C -1.0819 0.3250 4.2633 -0.0018
O -0.0460 0.3203 3.2806 0.0003
P 0.1020 -1.2054 2.4390 -0.0026
O 0.1847 -1.9825 3.9541 0.0035
C 1.3538 -1.6120 4.7258 -0.0014
O 1.2506 -2.4343 1.7938 -0.0277
C 1.2368 -3.7420 2.3682 0.0026
H -1.5655 1.3033 4.1770 0.0016
H -0.6265 0.2194 5.2571 0.0017
H -1.8642 -0.4432 4.1258 0.0014
H 2.0790 -1.0310 4.1233 0.0008
H 1.0258 -0.9867 5.5658 -0.0001
H 1.8340 -2.5359 5.0632 0.0001
H 1.9330 -3.7840 3.2182 -0.0002
H 0.2279 -4.0457 2.6911 -0.0013
H 1.5820 -4.4452 1.5974 0.0003
```

Values from the calculation:
Charge = +4
Multiplicity = 3
Energy above the lowest of the compared OMol25 structures with the same formula, charge and spin = 33.51 kcal/mol
Strongest force on any atom = 8.08 eV/A
HOMO level (spin up / spin down) = -21.497 / -21.580 eV
<S²> = 2.02

Record 4
Entry from OMol25: a molecular structure, C15H23LiN3O7Si (wB97M-V/def2-TZVPD).

```
50
Properties=species:S:1:pos:R:3:nbo_charge:R:1
Li 0.3578 0.2726 0.7438 0.7214
O 0.6947 4.4459 6.2244 -0.4183
N 0.5730 3.2600 6.5211 0.5260
O 0.4961 2.8593 7.6797 -0.4173
C 0.5230 2.3072 5.4838 -0.0777
C 0.5968 2.7199 4.1440 -0.1389
C 0.5426 1.7791 3.1606 -0.0206
C 0.3941 0.3717 3.3987 0.4251
O 0.2946 -0.4438 2.4597 -0.7219
C 0.3265 0.0124 4.7910 -0.0490
C 0.3860 0.9440 5.7921 -0.1365
N 0.1602 -1.3958 5.0811 0.5313
O -0.9774 -1.8252 5.1361 -0.3578
O 1.1683 -2.0614 5.2308 -0.3601
N 0.5250 2.0611 1.7803 0.4526
O -0.5734 2.3096 1.2664 -0.3630
O 1.5026 1.7468 1.0848 -0.4056
H 0.6894 3.7729 3.9177 0.2531
H 0.3208 0.6501 6.8316 0.2560
C 1.9368 0.1537 -2.5840 -1.1298
Si 0.2969 -0.5019 -1.8064 0.8067
C 0.2048 -2.3826 -2.4299 -0.4370
C 0.2716 -2.5303 -3.9479 -0.6091
C -1.0673 -3.0600 -1.9328 -0.6085
C 1.3980 -3.1181 -1.8265 -0.6122
C -1.1049 0.6973 -2.4941 -0.4459
C -0.7955 2.0879 -1.9564 -0.6223
C -1.1638 0.7875 -4.0161 -0.6080
C -2.4693 0.2696 -1.9667 -0.6084
H 1.9439 0.1682 -3.6724 0.1953
H 2.7781 -0.4481 -2.2581 0.2196
H 2.1254 1.1628 -2.2370 0.2215
H -0.5953 -2.0831 -4.4239 0.1957
H 0.2954 -3.5845 -4.2295 0.1819
H 1.1631 -2.0584 -4.3490 0.1999
H -1.9452 -2.6337 -2.4087 0.1950
H -1.1696 -2.9379 -0.8584 0.2144
H -1.0540 -4.1283 -2.1559 0.1817
H 2.3328 -2.7129 -2.2017 0.1998
H 1.3700 -4.1797 -2.0769 0.1845
H 1.3982 -3.0220 -0.7444 0.2159
H 0.1748 2.4306 -2.3010 0.2004
H -0.7840 2.0845 -0.8744 0.2239
H -1.5458 2.8111 -2.2754 0.1841
H -0.2013 1.0837 -4.4222 0.1990
H -1.8983 1.5345 -4.3210 0.1808
H -1.4489 -0.1597 -4.4634 0.1935
H -2.4332 0.1375 -0.8875 0.2099
H -2.7827 -0.6699 -2.4133 0.1956
H -3.2308 1.0170 -2.1905 0.1833
```

Values from the calculation:
Charge = -1
Energy above the lowest of the compared OMol25 structures with the same formula, charge and spin = 7.60 kcal/mol
Strongest force on any atom = 2.02 eV/A
HOMO level (spin up / spin down) = -3.445 / -3.447 eV

Record 5
Entry from OMol25: a molecular structure, C12H20MnN2S5 (wB97M-V/def2-TZVPD).

```
40
Properties=species:S:1:pos:R:3:mulliken_spin:R:1
Mn 0.6041 0.0883 0.5816 0.9461
C 1.6693 -2.8319 1.8773 0.0092
C 0.7467 -2.3049 2.9603 -0.0044
S -0.4033 -1.0107 2.3699 -0.0780
C -1.8379 -1.8652 1.6298 0.0009
C -1.6231 -2.2351 0.1743 0.0068
S -1.0249 -0.7397 -0.6863 -0.0152
C -0.1981 -1.3921 -2.1754 0.0088
C 0.7219 -0.3051 -2.7013 0.0035
S 1.7739 0.4430 -1.4044 -0.0724
C 3.2965 -0.5629 -1.3198 -0.0006
C 3.1267 -1.8459 -0.5320 0.0068
S 2.2459 -1.3579 0.9812 -0.0512
H 1.1898 -3.5124 1.1741 0.0022
H 2.5424 -3.3253 2.3129 -0.0039
H 1.3019 -1.8202 3.7657 -0.0011
H 0.1465 -3.1016 3.4056 -0.0019
H -2.6670 -1.1661 1.7556 -0.0013
H -2.0579 -2.7422 2.2426 -0.0013
H -2.5620 -2.5300 -0.3020 -0.0033
H -0.8935 -3.0327 0.0378 0.0035
H -0.9782 -1.6338 -2.9025 -0.0037
H 0.3281 -2.3077 -1.9080 0.0017
H 0.1615 0.5344 -3.1156 -0.0016
H 1.3803 -0.6787 -3.4883 -0.0007
H 4.0295 0.1026 -0.8588 -0.0002
H 3.6238 -0.7520 -2.3449 -0.0016
H 4.0957 -2.2598 -0.2399 -0.0034
H 2.5533 -2.6143 -1.0499 0.0015
S 0.1430 2.1900 1.0877 0.1949
C -1.0890 3.2249 0.3572 -0.0011
N -1.1301 4.4999 0.8254 0.0158
C -2.0261 5.3765 0.3476 0.0039
C -2.9057 4.9579 -0.6373 0.0265
C -2.8039 3.6430 -1.0733 -0.0121
N -1.8924 2.7882 -0.5686 0.0272
H -0.4787 4.8072 1.5490 -0.0012
H -2.0109 6.3793 0.7621 0.0002
H -3.6401 5.6409 -1.0460 0.0005
H -3.4580 3.2520 -1.8437 0.0001
```

Values from the calculation:
Charge = +4
Multiplicity = 2
Energy above the lowest of the compared OMol25 structures with the same formula, charge and spin = 0.00 kcal/mol
Strongest force on any atom = 1.27 eV/A
HOMO level (spin up / spin down) = -22.768 / -22.654 eV
<S²> = 0.86

Record 6
Entry from OMol25: a molecular structure, C32H31AsF7N7O9S2V (wB97M-V/def2-TZVPD).

```
90
Properties=species:S:1:pos:R:3:mulliken_spin:R:1
V -0.1901 -0.3313 -0.0016 1.9454
C 1.3133 -6.3611 -1.4066 -0.0001
S 2.0056 -4.8244 -2.0485 0.0001
C 1.1275 -3.7039 -0.8921 0.0041
S 1.7665 -3.5456 0.6482 -0.0057
N 0.0546 -3.2533 -1.4826 -0.0038
N -0.6971 -2.2603 -0.9023 -0.0009
C -1.9427 -2.3420 -1.1995 -0.0026
C -2.8623 -1.2737 -0.8414 0.0304
C -4.2376 -1.3815 -1.0016 0.0002
C -5.0337 -0.3308 -0.5760 0.0035
C -4.4449 0.7903 -0.0130 0.0032
C -3.0629 0.8407 0.0803 0.0225
N -2.3088 -0.1654 -0.3408 -0.0134
H 1.7472 -7.1849 -1.9739 0.0000
H 0.2310 -6.3703 -1.5318 0.0001
H 1.5634 -6.4749 -0.3517 0.0000
H -2.3101 -3.2268 -1.7098 0.0006
H -4.6626 -2.2771 -1.4333 0.0000
H -6.1098 -0.3900 -0.6800 0.0002
H -5.0352 1.6208 0.3462 0.0002
H -2.5354 1.6913 0.4946 -0.0015
F 2.4756 -0.1805 5.9282 0.0000
C 3.1490 -0.2835 4.7641 0.0013
C 2.4676 -0.4134 3.5887 0.0018
C 3.1999 -0.4486 2.4021 0.0015
C 2.4744 -0.5441 1.1507 -0.0570
O 1.2469 -0.7164 1.2406 -0.0640
C 3.1933 -0.4037 -0.0628 0.0322
C 4.5412 -0.3257 0.0125 0.0150
N 5.2521 -0.3444 1.1758 0.0047
C 6.6885 -0.3204 1.1375 -0.0009
C 7.3883 -1.1660 0.1226 0.0001
C 7.4332 -1.5523 1.5730 0.0004
C 4.5918 -0.3491 2.3957 -0.0006
C 5.2673 -0.2617 3.6168 -0.0001
C 4.5429 -0.2253 4.7981 0.0000
N 5.2509 -0.1423 6.0308 0.0003
C 4.6812 -0.5977 7.2836 0.0001
C 5.8753 -0.9221 8.2207 0.0000
N 7.0791 -1.0529 7.3339 0.0000
C 7.4908 0.2971 6.8252 -0.0001
C 6.2008 0.9282 6.2439 0.0002
C 2.5271 -0.3913 -1.4260 0.0058
O 3.2609 -0.3548 -2.4032 0.0022
O 1.2460 -0.3993 -1.4456 0.0078
H 1.3829 -0.4493 3.5634 0.0015
H 5.1087 -0.2432 -0.9045 0.0011
H 7.1259 0.6438 1.3757 0.0001
H 8.2758 -0.7533 -0.3345 0.0000
H 6.7765 -1.7740 -0.5284 0.0001
H 8.3598 -1.4235 2.1177 0.0000
H 6.8257 -2.3973 1.8685 0.0000
H 6.3488 -0.2413 3.6452 0.0002
H 4.0820 -1.4871 7.1088 0.0000
H 4.0446 0.1494 7.7654 0.0000
H 5.7425 -1.8505 8.7701 0.0000
H 6.0833 -0.1175 8.9230 0.0000
H 6.7231 -1.5299 6.4909 0.0000
H 7.8438 -1.5779 7.7487 0.0000
H 8.2657 0.1370 6.0774 0.0000
H 7.8972 0.8642 7.6599 0.0000
H 6.4112 1.4455 5.3131 0.0001
H 5.8031 1.6676 6.9502 -0.0001
O 2.2227 2.3380 0.6939 0.0025
C 2.4815 2.7377 -0.5622 -0.0019
C 3.7846 3.1872 -0.8011 -0.0005
C 4.1670 3.6099 -2.0575 -0.0001
C 3.2577 3.5989 -3.1102 0.0001
C 1.9724 3.1514 -2.8759 0.0000
C 1.5563 2.7183 -1.6182 0.0097
C 0.1680 2.1483 -1.5133 0.0030
O -0.5973 2.1814 -2.4544 -0.0005
O -0.1495 1.6296 -0.3414 0.0203
H 1.2677 2.1491 0.7907 0.0047
H 4.4736 3.1968 0.0352 0.0001
H 5.1825 3.9541 -2.2191 0.0000
H 3.5571 3.9137 -4.1013 0.0000
H 1.2434 3.0960 -3.6734 0.0001
F 0.0994 1.5818 2.6288 0.0067
As -0.1004 2.7580 3.9113 0.0006
F 1.3545 2.1337 4.6686 0.0000
F 0.8687 3.8889 3.0224 0.0000
F -0.2711 3.9245 5.1941 0.0000
F -1.5327 3.3594 3.1313 0.0000
F -1.0486 1.6276 4.8122 0.0000
O -0.7372 -2.1748 3.5126 -0.0013
N -1.1922 -2.1272 2.3780 0.0039
O -1.6367 -3.1051 1.7899 0.0036
O -1.1850 -0.9804 1.7757 0.0126
```

Values from the calculation:
Charge = -1
Multiplicity = 3
Energy above the lowest of the compared OMol25 structures with the same formula, charge and spin = 65.24 kcal/mol
Strongest force on any atom = 0.73 eV/A
HOMO level (spin up / spin down) = -3.986 / -3.987 eV
<S²> = 2.01

Record 7
Entry from OMol25: 3 unconnected molecules or ions with the total composition C5H15NO2 (wB97M-V/def2-TZVPD).

```
23
Properties=species:S:1:pos:R:3:nbo_charge:R:1
C 0.3611 2.2678 -0.6028 -0.4801
C 0.8203 1.0132 -0.7110 0.0767
C 0.5896 0.2565 -1.9962 -0.6662
C 1.5606 0.2641 0.4359 -0.4564
C 1.0840 -1.0498 1.0676 -0.2030
N -0.1506 -0.9878 1.8746 -0.9057
H -0.2011 2.7686 -1.3777 0.2033
H 0.6828 2.8281 0.2874 0.1991
H 0.1387 -0.7704 -1.5722 0.2292
H 1.6216 0.0478 -2.2424 0.2199
H -0.0171 0.8703 -2.6716 0.2226
H 1.5467 1.0164 1.1936 0.2167
H 2.7032 0.0268 0.1335 0.2065
H 0.8396 -1.8588 0.3546 0.1600
H 1.6894 -1.5140 1.6554 0.1936
H -0.1022 -0.8771 2.8111 0.3568
H -0.8959 -0.3486 1.4668 0.4023
O -1.9452 -1.6728 -0.5419 -0.9664
H -1.2898 -2.2705 0.0610 0.5035
H -2.5771 -2.3269 -0.7936 0.4755
O -2.2286 0.8045 0.8100 -0.9620
H -1.8014 1.4404 0.2495 0.4747
H -2.4287 0.0721 0.1084 0.4997
```

Values from the calculation:
Energy above the lowest of the compared OMol25 structures with the same formula, charge and spin = 64.54 kcal/mol
Strongest force on any atom = 6.96 eV/A
HOMO level = -8.614 eV
SMILES string = C=C(C)CCN.O.O

Record 8
Entry from OMol25: C4H8OS in the gas phase (wB97M-V/def2-TZVPD).

```
14
Properties=species:S:1:pos:R:3:nbo_charge:R:1
S 1.5202 1.2310 1.0940 -0.0574
C 1.2263 0.4600 -0.6296 -0.4880
C -0.2405 0.2125 -0.8838 -0.4882
C -0.5351 -0.9532 -0.1525 0.0235
C -0.9859 -0.5807 1.1818 -0.0974
O -2.0059 -1.0949 0.2653 -0.5346
H 1.0055 2.4022 0.7245 0.1209
H 1.9209 -0.4680 -0.9016 0.2320
H 1.4341 1.1260 -1.4348 0.2199
H -0.4281 -0.4275 -1.7530 0.2453
H -0.7546 1.1828 -0.6861 0.2445
H -0.1688 -2.0078 -0.1825 0.2347
H -0.7037 -1.3473 1.9019 0.1695
H -1.2844 0.2650 1.4562 0.1754
```

Values from the calculation:
Energy above the lowest of the compared OMol25 structures with the same formula, charge and spin = 98.70 kcal/mol
Strongest force on any atom = 9.58 eV/A
HOMO level = -9.411 eV
SMILES string = SCC[C@H]1CO1